176
Properties=species:S:1:pos:R:3:forces:R:3:lowdin_charge:R:1 method="wB97M-V/def2-TZVPD" homo_energy_ev=-8.5 lumo_energy_ha=0.020 orbital_gap_ha=0.331 energy_ev=-87969.37269 de_lowest_kcal_mol=260.4
C 4.490 -5.310 0.738 -2.4 0.1 -0.6 -0.074
O 3.724 -4.115 0.619 -0.1 -1.0 -0.7 -0.202
C 4.028 -3.190 1.596 -0.3 -0.3 0.8 -0.273
C 2.983 -2.115 1.647 0.0 0.0 -0.5 -0.439
C 3.544 -1.136 2.643 -0.1 0.5 0.2 -0.050
N 1.738 -2.781 2.062 0.9 0.9 0.7 0.098
H 4.430 -5.706 1.730 0.3 -0.1 0.9 0.082
H 5.481 -5.159 0.408 1.3 0.0 -0.3 0.075
H 3.934 -6.020 0.121 0.5 -0.1 -0.2 0.093
H 3.899 -3.651 2.594 0.6 -0.1 -0.2 0.134
H 5.037 -2.805 1.445 0.2 0.2 0.1 0.136
H 2.918 -1.646 0.643 -0.2 -0.2 0.5 0.101
H 2.776 -0.603 3.203 0.1 -0.1 0.2 0.059
H 4.136 -0.399 2.137 0.2 0.6 -0.5 0.077
H 4.285 -1.634 3.266 -0.4 0.0 0.7 0.080
H 1.568 -3.451 1.338 -0.9 -0.2 -0.2 0.059
H 0.980 -2.117 2.237 0.2 -0.5 -0.7 0.042
C -1.686 -4.593 1.374 0.9 -1.2 -1.5 -0.130
O -2.789 -5.034 2.101 -1.0 -0.1 0.0 -0.182
C -2.572 -5.232 3.473 0.0 -1.2 0.3 -0.224
C -3.626 -6.195 4.088 1.1 -0.2 -1.1 -0.415
C -3.522 -6.154 5.628 1.3 1.2 -1.0 -0.062
N -3.529 -7.520 3.463 -0.2 -0.7 1.2 0.026
H -1.921 -4.437 0.282 -0.2 -0.1 1.3 0.080
H -0.899 -5.386 1.354 -0.3 0.4 0.1 0.093
H -1.236 -3.708 1.774 0.2 0.8 0.3 0.051
H -1.529 -5.633 3.644 -0.9 0.3 0.0 0.144
H -2.722 -4.348 4.045 0.4 1.5 0.3 0.095
H -4.634 -5.886 3.835 -0.1 0.6 -0.2 0.131
H -3.824 -5.161 6.028 0.1 -0.6 -0.4 0.085
H -2.474 -6.311 5.961 -0.6 -0.2 -0.1 0.085
H -4.180 -6.878 5.999 -0.8 -1.2 0.9 0.047
H -2.675 -8.053 3.626 -0.3 0.5 -0.1 0.072
H -3.829 -7.566 2.503 0.2 0.3 0.0 0.063
C -3.589 -1.640 -0.546 0.5 -1.3 -0.5 -0.068
O -3.880 -0.765 -1.620 1.5 0.1 -0.6 -0.246
C -5.172 -0.783 -2.195 1.0 -0.1 0.8 -0.196
C -5.411 -1.936 -3.177 1.1 1.5 -0.4 -0.420
C -4.364 -1.784 -4.317 0.1 -0.1 1.2 -0.043
N -6.686 -1.636 -3.776 0.4 -0.3 -1.6 0.035
H -4.313 -2.480 -0.478 0.2 0.7 0.2 0.106
H -3.504 -1.028 0.317 -0.4 0.3 1.3 0.053
H -2.579 -2.118 -0.611 -0.7 0.5 -0.6 0.085
H -5.824 -0.792 -1.325 -0.9 0.1 -0.3 0.126
H -5.170 0.186 -2.719 -0.7 -0.4 0.0 0.127
H -5.332 -2.909 -2.702 0.0 -0.2 0.2 0.131
H -3.333 -2.054 -4.028 -0.5 0.4 0.2 0.072
H -4.441 -0.744 -4.649 0.2 -0.2 -0.2 0.079
H -4.614 -2.450 -5.115 -0.3 -0.4 -0.7 0.061
H -7.476 -1.736 -3.197 -0.9 -0.3 0.9 0.059
H -6.796 -2.237 -4.589 -0.3 0.2 0.1 0.079
C 0.975 -1.750 -4.398 0.9 1.3 -0.9 -0.117
O 0.235 -2.514 -3.502 0.2 1.3 0.5 -0.160
C 0.584 -3.822 -3.693 0.2 -1.4 -0.9 -0.276
C -0.209 -4.741 -2.824 -1.2 0.1 -0.1 -0.423
C -1.705 -4.502 -3.078 0.6 0.1 0.8 -0.050
N 0.074 -4.629 -1.398 0.5 -1.2 -0.2 0.071
H 0.679 -0.705 -4.313 -0.2 0.0 0.0 0.084
H 0.828 -2.082 -5.457 -0.1 0.1 0.6 0.101
H 2.084 -1.739 -4.227 -0.7 -0.4 0.2 0.094
H 0.428 -4.013 -4.764 -0.2 -0.6 -0.1 0.126
H 1.637 -4.022 -3.535 0.7 0.2 0.3 0.112
H 0.073 -5.750 -3.083 0.0 -0.5 -0.3 0.134
H -2.313 -5.305 -2.659 0.0 0.2 0.3 0.078
H -1.962 -4.438 -4.122 0.1 0.3 -0.5 0.070
H -1.845 -3.537 -2.567 -0.8 -0.3 -0.3 0.068
H 0.911 -5.201 -1.280 -0.1 0.6 0.7 0.079
H 0.200 -3.692 -1.041 0.1 0.4 -0.2 0.055
C -0.428 6.375 2.616 -1.1 0.8 -0.3 -0.120
O 0.214 6.385 1.371 -0.4 -0.5 0.1 -0.196
C -0.648 5.864 0.356 1.2 1.3 0.0 -0.200
C 0.286 5.579 -0.802 0.7 -1.7 -0.6 -0.394
C 0.721 6.820 -1.547 0.6 -0.9 -0.2 -0.053
N -0.398 4.571 -1.706 1.0 0.6 0.2 0.066
H -0.569 5.377 2.993 -0.4 -0.7 0.0 0.056
H -1.430 6.906 2.535 1.0 -0.5 0.4 0.113
H 0.216 6.836 3.339 0.3 0.7 0.3 0.083
H -1.188 4.991 0.644 -0.1 -1.1 0.5 0.100
H -1.412 6.634 0.182 0.0 0.0 -0.5 0.135
H 1.218 5.091 -0.390 -1.1 0.2 -0.2 0.136
H 1.527 6.617 -2.270 -0.6 -0.2 -0.2 0.079
H 1.154 7.569 -0.935 0.1 0.7 1.0 0.068
H -0.178 7.177 -1.980 -0.6 0.8 -1.0 0.071
H -1.277 4.985 -1.982 -0.2 0.0 -0.2 0.052
H 0.131 4.455 -2.587 -0.3 0.2 0.7 0.079
C -5.964 4.848 1.006 0.8 1.7 0.5 -0.139
O -5.559 3.540 0.953 -0.4 -1.0 0.0 -0.181
C -4.180 3.310 0.962 -0.3 -1.6 0.2 -0.181
C -3.933 1.790 1.339 0.6 1.7 -1.4 -0.386
C -4.505 1.492 2.697 0.4 0.4 -0.6 -0.032
N -2.532 1.445 1.184 -1.3 -0.5 3.0 0.082
H -5.440 5.458 1.790 0.0 -0.5 -0.5 0.101
H -6.976 4.861 1.305 -1.3 -0.1 0.2 0.071
H -5.883 5.406 0.064 0.2 -0.2 -0.1 0.089
H -3.774 3.453 -0.016 0.5 0.3 -0.9 0.099
H -3.727 4.000 1.649 0.6 0.3 0.7 0.110
H -4.430 1.241 0.544 -0.6 -0.2 0.1 0.128
H -5.517 1.861 2.640 -0.4 0.0 0.6 0.078
H -3.930 1.947 3.505 -0.1 0.2 -0.1 0.091
H -4.489 0.444 2.851 -0.2 -1.1 0.3 0.063
H -2.003 1.831 1.945 0.8 0.3 -0.2 0.074
H -2.100 1.378 0.315 0.8 0.4 -1.6 0.030
C 1.113 3.219 2.231 1.8 0.4 0.4 -0.053
O 1.584 2.715 3.491 -0.4 0.2 -0.7 -0.216
C 1.714 3.647 4.516 -1.2 0.5 0.3 -0.242
C 2.467 2.971 5.628 -1.8 0.0 2.0 -0.413
C 3.773 2.390 5.204 -1.2 -0.1 -1.4 -0.046
N 1.547 2.036 6.400 2.5 0.0 -0.7 0.067
H 0.050 3.332 2.154 -0.7 -0.4 0.1 0.068
H 1.546 2.478 1.588 -0.5 -0.2 -1.0 0.081
H 1.548 4.212 1.968 0.0 -0.6 0.4 0.096
H 2.202 4.580 4.187 0.1 -0.2 -0.1 0.131
H 0.674 3.927 4.876 1.0 0.0 -0.1 0.139
H 2.736 3.766 6.333 -0.2 0.0 0.1 0.133
H 4.309 2.075 6.033 1.1 -0.7 1.6 0.057
H 4.256 3.269 4.814 0.8 -0.1 -0.8 0.086
H 3.663 1.558 4.487 0.2 0.6 0.1 0.084
H 1.526 1.126 5.956 0.0 -0.1 0.0 0.049
H 0.629 2.395 6.422 -1.1 0.4 0.0 0.040
C 4.103 -2.621 -2.050 -1.2 0.7 0.0 -0.112
O 4.665 -1.873 -3.102 1.7 0.3 0.2 -0.171
C 6.002 -1.379 -2.748 0.0 -1.9 -0.5 -0.170
C 6.721 -0.751 -3.898 1.7 -1.2 -0.9 -0.464
C 8.081 -0.024 -3.527 -2.0 0.2 -1.4 -0.033
N 5.885 0.165 -4.581 -2.1 0.9 0.0 0.039
H 3.114 -2.976 -2.314 -0.3 0.4 -0.5 0.070
H 3.980 -2.056 -1.143 0.1 0.6 0.4 0.069
H 4.567 -3.513 -1.746 1.6 -1.2 0.0 0.064
H 5.966 -0.591 -2.059 -0.6 0.8 1.9 0.112
H 6.641 -2.247 -2.412 -0.7 0.9 0.1 0.150
H 6.941 -1.597 -4.596 0.4 0.3 0.4 0.141
H 8.722 -0.554 -2.887 0.7 -0.9 0.9 0.049
H 7.931 1.001 -3.172 -0.3 -0.3 0.3 0.075
H 8.567 0.092 -4.485 0.4 0.0 -0.2 0.064
H 6.157 0.257 -5.542 0.1 0.1 -0.4 0.080
H 4.928 -0.221 -4.577 0.5 0.4 -0.1 0.086
O -2.510 1.918 -1.906 -1.1 -1.5 -0.3 -0.127
C -2.200 1.859 -3.321 -1.5 0.0 0.1 -0.216
C -3.158 2.730 -4.137 0.8 1.9 0.3 -0.182
O -2.944 4.160 -3.852 0.2 -0.9 -1.4 -0.089
H -3.035 1.068 -1.671 1.1 1.6 -0.7 0.103
H -1.220 2.270 -3.479 0.7 -0.2 0.1 0.104
H -2.330 0.826 -3.658 0.5 0.0 -0.1 0.117
H -4.168 2.516 -3.863 -0.8 -0.4 0.0 0.099
H -3.035 2.715 -5.242 0.1 -0.5 0.8 0.133
H -3.016 4.326 -2.928 -0.3 -0.2 1.2 0.031
O -0.690 0.980 4.188 0.5 0.3 0.1 -0.063
C -0.209 -0.336 4.250 -1.1 -1.8 -1.7 -0.240
C -1.210 -1.285 3.501 -2.0 1.8 2.0 -0.241
O -1.295 -0.846 2.196 0.8 -1.2 -1.6 -0.115
H 0.090 1.568 4.221 -0.3 -0.1 -0.2 0.049
H 0.687 -0.528 3.659 0.4 0.6 0.1 0.090
H -0.058 -0.719 5.229 0.2 -0.1 1.3 0.104
H -2.287 -1.181 3.964 1.9 -0.4 -0.4 0.152
H -0.896 -2.337 3.557 0.0 0.3 -0.1 0.100
H -1.833 -0.058 2.031 -0.4 0.4 0.1 0.032
O 3.537 2.350 -3.833 0.5 0.6 0.2 -0.081
C 3.346 3.668 -3.307 -0.6 -1.4 0.6 -0.233
C 3.758 3.857 -1.831 -1.4 0.3 -0.9 -0.277
O 5.081 3.538 -1.582 1.3 0.8 -0.4 -0.047
H 4.491 2.163 -3.879 -0.3 -0.1 0.1 0.057
H 3.732 4.439 -3.965 0.7 0.2 -0.1 0.113
H 2.274 3.808 -3.350 -0.5 0.1 0.1 0.092
H 3.185 3.271 -1.115 -0.3 -0.3 -0.4 0.117
H 3.459 4.905 -1.654 0.5 0.1 0.4 0.107
H 5.604 4.171 -2.109 0.1 -0.5 0.4 0.105
O 0.058 -1.323 -0.283 0.0 0.0 0.6 -0.102
C 1.113 -0.459 -0.785 -2.5 0.2 2.4 -0.193
C 0.475 0.699 -1.486 0.0 0.1 1.1 -0.238
O 0.017 1.658 -0.540 -0.3 0.8 -0.3 -0.100
H -0.315 -0.999 0.577 0.5 -0.2 -0.8 0.054
H 1.730 -0.161 0.086 0.0 0.2 -0.7 0.122
H 1.626 -1.052 -1.468 1.2 -0.9 -1.2 0.079
H -0.372 0.322 -2.027 -0.3 -0.3 -0.6 0.102
H 1.226 1.084 -2.129 0.6 0.9 -1.0 0.103
H -0.511 2.356 -1.014 0.7 -0.7 0.5 0.052

179
Properties=species:S:1:pos:R:3:forces:R:3:lowdin_charge:R:1 method="wB97M-V/def2-TZVPD" homo_energy_ev=-8.7 lumo_energy_ha=0.016 orbital_gap_ha=0.334 energy_ev=-92639.09134 de_lowest_kcal_mol=18.0
C -5.741 -3.466 3.058 0.1 0.0 0.8 -0.068
C -4.221 -3.502 3.179 -0.9 2.1 -1.0 -0.419
C -3.660 -2.558 2.050 0.7 -0.7 1.0 -0.186
O -3.725 -3.216 0.790 0.9 -0.4 1.2 -0.201
C -4.343 -2.506 -0.221 -1.4 0.7 -0.1 -0.128
N -3.832 -2.906 4.475 1.1 -0.7 -0.8 0.063
H -6.072 -2.405 3.109 -0.1 -0.8 0.3 0.095
H -6.115 -4.092 3.893 -0.4 0.6 -0.4 0.081
H -6.090 -3.904 2.128 0.0 0.0 -0.2 0.072
H -3.931 -4.533 3.000 0.6 -0.2 0.0 0.115
H -2.621 -2.313 2.361 -0.2 -0.2 -0.7 0.097
H -4.168 -1.585 2.025 -0.3 -0.3 0.1 0.121
H -4.541 -3.235 -0.996 0.1 0.2 -0.5 0.082
H -3.803 -1.614 -0.568 0.3 -0.3 -0.1 0.091
H -5.328 -2.130 0.123 0.2 -0.1 -0.1 0.097
H -2.839 -3.125 4.640 -0.3 0.4 0.0 0.054
H -4.291 -3.396 5.222 -0.5 -0.1 0.3 0.069
C -0.660 -0.133 7.932 0.0 0.9 1.4 -0.083
C -0.836 -0.604 6.547 0.0 -1.5 -1.6 -0.447
C -0.441 -2.144 6.432 -0.1 0.6 1.9 -0.195
O -0.831 -2.762 5.263 -0.7 -0.7 -0.3 -0.225
C -0.290 -2.327 4.048 0.3 0.2 -0.2 -0.104
N -2.233 -0.406 6.282 -2.4 -1.0 -1.1 0.027
H 0.345 -0.001 8.285 0.7 -0.1 0.0 0.070
H -1.121 -0.908 8.560 0.0 0.3 0.2 0.080
H -1.171 0.841 8.124 0.2 -0.8 -0.3 0.101
H -0.351 -0.059 5.703 0.2 -0.2 1.1 0.124
H -0.962 -2.732 7.273 0.7 0.9 -1.1 0.146
H 0.646 -2.306 6.537 0.0 0.3 0.3 0.122
H -0.280 -3.224 3.441 0.3 0.0 -0.4 0.059
H 0.741 -1.896 4.113 -0.7 -0.3 0.2 0.103
H -0.967 -1.608 3.587 0.2 0.4 -0.1 0.064
H -2.878 -0.713 7.044 1.0 0.2 -0.7 0.111
H -2.547 -0.943 5.434 0.4 0.8 1.0 0.073
C 3.515 2.678 -5.261 -0.7 0.0 -1.8 -0.041
C 2.405 3.493 -4.627 -0.3 -0.3 0.3 -0.444
C 2.541 4.985 -4.844 1.3 -1.3 -0.3 -0.254
O 1.694 5.658 -3.995 -0.9 1.9 0.3 -0.204
C 1.831 7.123 -4.020 0.6 -1.2 -0.1 -0.045
N 1.102 3.044 -5.081 0.6 -1.8 -0.1 0.069
H 3.515 2.864 -6.386 0.0 -0.3 1.2 0.106
H 3.338 1.607 -5.091 0.1 0.3 -0.1 0.082
H 4.493 2.941 -4.904 0.4 0.1 0.4 0.056
H 2.382 3.240 -3.586 0.4 0.3 1.0 0.119
H 2.284 5.080 -5.899 0.1 0.7 -0.3 0.131
H 3.602 5.211 -4.683 0.0 0.6 0.0 0.128
H 2.313 7.455 -4.965 -0.6 -0.2 0.5 0.094
H 2.503 7.374 -3.199 0.1 0.2 0.0 0.076
H 0.863 7.607 -3.834 0.2 -0.4 -0.3 0.089
H 0.415 3.723 -4.919 -1.2 1.1 0.3 0.052
H 1.123 2.820 -6.053 -0.1 -0.1 -0.8 0.075
C 2.869 -4.736 -2.136 2.4 -1.6 -2.2 -0.061
C 1.735 -3.854 -1.991 -1.9 0.7 -0.4 -0.470
C 0.521 -4.244 -2.855 -0.6 1.9 0.1 -0.137
O -0.613 -3.522 -2.294 0.3 -0.5 -1.1 -0.253
C -1.858 -4.079 -2.738 0.1 1.3 0.8 -0.073
N 1.380 -3.820 -0.610 -1.0 0.1 1.7 0.058
H 2.543 -5.761 -1.898 0.3 0.1 -0.3 0.078
H 3.677 -4.479 -1.449 0.0 0.0 -0.1 0.082
H 3.307 -4.696 -3.212 -0.7 -0.3 1.7 0.126
H 1.997 -2.843 -2.245 0.2 0.7 -0.5 0.135
H 0.222 -5.265 -2.806 0.4 -1.2 0.0 0.112
H 0.684 -3.922 -3.910 -0.1 -0.3 0.5 0.127
H -1.957 -4.074 -3.832 0.0 0.1 0.2 0.093
H -2.604 -3.421 -2.246 0.2 -0.6 -0.6 0.083
H -1.963 -5.088 -2.360 -0.1 -0.4 0.0 0.078
H 0.438 -3.382 -0.530 1.0 -0.6 0.2 0.091
H 1.336 -4.782 -0.237 -0.4 0.5 -0.2 0.079
C 1.663 4.931 -0.882 1.6 -0.1 -1.0 -0.070
C 1.019 4.720 0.480 0.3 0.2 -0.4 -0.422
C 0.081 5.893 0.761 1.4 0.5 1.1 -0.222
O -0.537 5.732 2.011 0.4 -0.2 0.2 -0.198
C -1.338 6.834 2.359 -0.9 -0.6 0.6 -0.112
N 0.179 3.558 0.366 -1.2 -2.2 1.4 0.036
H 0.984 5.000 -1.745 -0.2 0.0 0.6 0.071
H 2.390 4.132 -1.192 -0.7 0.1 0.6 0.077
H 2.309 5.816 -0.956 -0.3 0.2 0.4 0.073
H 1.772 4.571 1.298 -0.4 0.6 -0.6 0.153
H -0.652 5.956 0.002 -1.0 -0.1 -1.1 0.108
H 0.595 6.866 0.768 0.4 -0.2 -0.1 0.131
H -0.791 7.777 2.551 0.0 -0.4 -0.3 0.090
H -1.819 6.505 3.307 0.1 0.5 -0.7 0.099
H -2.099 6.963 1.563 0.2 0.3 0.5 0.097
H -0.320 3.442 1.297 0.8 -0.1 -1.5 0.103
H 0.699 2.650 0.199 -0.8 1.5 0.3 0.093
C 6.990 3.701 -3.012 0.5 1.2 1.1 -0.055
C 5.813 3.814 -2.022 -0.1 -0.2 -0.6 -0.422
C 5.554 2.500 -1.280 -1.1 0.0 -2.0 -0.180
O 4.999 1.523 -2.191 0.7 0.6 0.2 -0.191
C 4.762 0.308 -1.544 -0.4 -0.7 1.0 -0.127
N 6.005 4.933 -1.103 -1.1 0.5 -0.6 0.044
H 7.040 2.840 -3.632 -0.4 -1.0 -0.4 0.060
H 7.937 3.758 -2.460 -0.1 -0.3 0.2 0.079
H 7.067 4.574 -3.654 -0.4 0.2 -0.1 0.071
H 4.899 4.090 -2.582 0.3 -0.4 0.1 0.126
H 4.848 2.639 -0.486 -0.5 0.3 0.7 0.114
H 6.469 2.134 -0.901 1.2 -0.6 0.7 0.110
H 3.838 0.363 -0.923 -0.1 0.0 -0.6 0.068
H 5.517 0.089 -0.737 0.0 -0.1 -1.1 0.097
H 4.663 -0.512 -2.303 0.2 0.7 0.8 0.107
H 6.636 4.792 -0.350 0.8 -0.5 0.5 0.060
H 5.096 5.125 -0.685 0.3 0.2 0.0 0.065
C -0.968 -5.214 1.953 0.6 -0.7 1.4 -0.050
C -1.406 -6.133 0.828 -0.9 0.0 0.7 -0.413
C -0.400 -7.235 0.673 0.2 -1.4 -1.0 -0.193
O 0.774 -6.788 0.025 -0.3 1.3 -0.7 -0.215
C 1.969 -7.443 0.264 1.2 -1.1 0.6 -0.129
N -2.755 -6.725 0.928 -0.8 0.9 0.6 0.044
H -0.810 -5.741 2.934 -0.2 0.1 -0.9 0.111
H -1.641 -4.421 2.197 -0.7 0.5 -0.3 0.035
H -0.010 -4.758 1.720 0.3 0.1 -0.2 0.061
H -1.491 -5.525 -0.046 0.4 0.3 -0.9 0.114
H -0.835 -8.142 0.177 0.2 0.8 -0.1 0.142
H -0.074 -7.583 1.621 0.0 -0.3 1.4 0.104
H 2.227 -8.136 -0.549 0.1 0.4 -0.2 0.092
H 1.942 -8.103 1.132 -0.4 0.0 0.4 0.083
H 2.829 -6.767 0.493 -0.8 -0.1 -0.6 0.103
H -2.895 -7.247 1.791 0.3 -0.1 0.0 0.071
H -3.453 -5.951 1.019 0.8 -0.7 -0.3 0.074
C -3.265 1.423 3.669 -0.9 2.2 0.5 -0.257
C -1.896 1.871 3.324 0.1 -1.5 -1.3 -0.251
O -0.952 1.102 4.037 0.0 0.2 0.4 -0.076
O -3.600 1.884 4.958 0.1 -0.2 1.3 -0.094
H -3.407 0.360 3.624 0.0 -0.7 -0.5 0.097
H -3.930 2.010 2.985 0.2 -1.0 0.3 0.136
H -1.803 2.929 3.436 0.2 0.8 0.5 0.117
H -1.827 1.666 2.258 0.4 0.0 -0.5 0.096
H -0.134 1.101 3.537 0.4 0.1 -0.4 0.052
H -2.991 1.451 5.610 -0.6 0.1 -0.7 0.063
C -1.898 3.480 -2.704 0.1 1.7 0.1 -0.243
C -2.821 2.503 -3.276 -1.9 -1.7 -0.8 -0.231
O -2.751 1.175 -2.699 -0.4 0.3 -0.2 -0.088
O -2.296 3.775 -1.367 1.0 -0.2 0.5 -0.103
H -2.078 4.457 -3.274 0.9 -1.3 0.3 0.151
H -0.882 3.039 -2.815 -0.2 0.8 0.4 0.123
H -2.636 2.371 -4.367 -0.2 0.4 0.6 0.126
H -3.871 2.820 -3.084 0.6 0.0 -0.4 0.122
H -1.942 1.070 -2.200 0.6 0.0 0.4 0.040
H -1.527 3.784 -0.746 0.0 -0.2 -0.4 0.066
C -0.018 -0.759 -4.359 1.0 0.8 -1.0 -0.220
C 0.666 -1.363 -5.572 -0.2 -0.9 -0.5 -0.241
O 0.842 -0.313 -6.552 -0.2 -0.5 0.5 -0.071
O 0.945 0.132 -3.836 0.1 0.2 1.8 -0.097
H -0.161 -1.506 -3.586 -0.4 -0.3 0.0 0.100
H -0.962 -0.219 -4.632 0.6 -0.7 0.2 0.141
H 0.004 -2.179 -5.876 -0.1 0.1 -0.8 0.106
H 1.630 -1.888 -5.304 -0.7 1.0 -0.1 0.129
H 1.161 -0.607 -7.418 -0.1 -0.3 0.6 0.091
H 0.984 0.942 -4.339 -0.1 0.9 -0.6 0.034
C 0.458 -0.433 -0.316 -1.3 0.9 -0.1 -0.198
C 0.038 -0.199 1.125 -0.5 -0.4 0.7 -0.217
O 0.768 0.809 1.812 -0.2 -0.2 -0.1 -0.084
O -0.120 0.621 -1.107 0.8 -0.4 -1.3 -0.101
H -0.052 -1.357 -0.606 0.5 -0.3 -0.2 0.102
H 1.547 -0.430 -0.523 -0.4 -0.4 0.6 0.123
H 0.120 -1.186 1.645 0.0 0.6 -0.1 0.105
H -1.025 0.133 1.243 0.7 -0.6 -0.7 0.128
H 1.611 0.385 1.990 0.9 0.2 0.1 0.042
H 0.269 0.455 -2.010 -0.4 0.6 0.7 0.065
C 3.055 -2.878 2.075 1.1 2.5 -0.3 -0.256
C 3.634 -1.554 2.682 -0.2 -0.2 0.4 -0.184
O 3.266 -0.385 1.901 0.5 -1.0 0.2 -0.103
O 3.633 -3.047 0.808 -0.1 -0.5 -0.6 -0.114
H 1.997 -2.705 1.896 -0.5 -0.2 0.6 0.089
H 3.276 -3.650 2.800 -0.1 -0.6 0.0 0.112
H 4.764 -1.538 2.785 -1.3 -0.4 0.0 0.136
H 3.158 -1.465 3.686 0.5 0.3 -0.6 0.111
H 3.777 -0.499 1.083 -0.4 0.2 0.1 0.066
H 2.863 -3.254 0.199 0.4 0.1 0.4 0.030
C -5.648 1.985 -0.702 -1.5 -1.5 0.3 -0.267
C -5.782 3.457 -0.416 -0.5 0.1 1.6 -0.291
O -4.917 4.279 -1.106 0.7 0.6 -1.2 -0.073
O -4.415 1.495 -0.247 0.7 -0.3 -0.1 -0.077
H -5.909 1.774 -1.748 0.9 0.2 -0.3 0.117
H -6.421 1.303 -0.222 0.3 1.4 0.1 0.127
H -5.629 3.681 0.643 0.0 -0.6 0.5 0.114
H -6.811 3.786 -0.563 -0.1 0.0 -0.6 0.115
H -3.968 4.100 -0.918 -0.6 -0.2 -0.1 0.055
H -3.872 1.178 -0.981 0.0 0.3 -0.2 0.046